No. 1
Formula: C6H14OS2Si2
Source: the Open Molecules 2025 dataset
Level of theory: ωB97M-V/def2-TZVPD

E_tot = -45922.74347 eV
HOMO-LUMO gap = 8.62 eV
2S+1 = 1

Element x y z (Å)
C  -0.8847  -0.1106  -1.4762
C  -0.4541  -0.6149  -0.3104
Si  1.2313  -0.3811  0.2459
C  2.3658  -1.1826  -1.0281
C  1.5236  -1.0587  1.9665
O  1.5089  1.2183  0.2715
H  -1.7882  -0.4477  -1.9315
H  -0.2157  0.2950  -2.1665
H  -1.1213  -0.9527  0.4628
H  3.4506  -1.1683  -0.9776
H  2.1244  -2.1672  -1.2614
H  2.0314  -0.7415  -1.8869
H  2.2892  -0.5294  2.4359
H  0.6360  -0.9146  2.5658
H  1.7516  -2.1417  2.0001
H  1.8799  1.7154  0.9120
C  -3.6387  1.2988  0.7976
C  -2.6622  2.0767  0.3548
Si  -1.3949  2.6499  1.5637
S  -1.3064  2.1614  3.4887
S  -0.1408  4.1304  0.5107
H  -4.0530  0.5491  0.1542
H  -4.0383  1.0402  1.7422
H  -2.4987  1.9065  -0.6544
H  -0.9928  4.1161  -0.4451

Atoms 1-3, force components in eV/Å:
C 0.0 -2.3 1.0
C -1.1 1.2 -0.5
Si 2.5 -1.1 0.8

=====

No. 2
Formula: C9H11N2O3S
Source: the Open Molecules 2025 dataset
Level of theory: ωB97M-V/def2-TZVPD

E_tot = -29464.72185 eV
HOMO-LUMO gap (spin up / spin down) = 4.85 / 4.85 eV
total charge = -1
2S+1 = 1

Element x y z (Å)
C  0.2473  -0.5349  -1.7547
C  0.0634  -1.8942  -1.6953
C  -0.6739  -1.7012  0.5477
C  -0.4471  -0.3171  0.6785
C  -0.1284  0.2600  -0.6551
C  -0.5382  -2.4304  -0.5523
C  -0.1999  0.2722  1.9256
C  0.4791  1.5401  2.1647
C  0.9161  2.2423  -1.6546
N  -0.0119  1.6732  -0.6836
N  -0.7004  -3.8242  -0.4922
O  -1.5159  -4.3080  0.4027
O  -0.2975  4.1944  -0.3523
O  -0.4961  -0.4043  3.1345
S  -1.0477  2.9387  -0.1301
H  0.5875  -0.1533  -2.7019
H  0.3304  -2.5169  -2.5979
H  -0.8271  -2.2889  1.4440
H  1.0381  1.7384  1.2686
H  1.1143  1.4010  3.1621
H  -0.0886  2.4413  2.3101
H  1.7525  1.5731  -1.8757
H  0.4110  2.3980  -2.5474
H  1.3083  3.2558  -1.2817
H  -0.2073  -4.3694  -1.1921
H  -1.0682  -1.1856  3.1285

Atoms 1-3, force components in eV/Å:
C -0.4 -0.1 0.4
C 0.1 -0.8 -1.6
C -1.1 0.0 2.9

=====

No. 3
Formula: C5H8N2O3S
Source: the Open Molecules 2025 dataset
Level of theory: ωB97M-V/def2-TZVPD

E_tot = -25267.48486 eV
HOMO-LUMO gap = 8.75 eV
2S+1 = 1

Element x y z (Å)
C  1.0816  -1.5453  0.7021
C  -2.0722  -0.3437  -0.1049
C  1.1700  0.3462  1.2115
C  -0.5486  -0.3915  -0.3521
C  0.0349  0.7212  0.5228
N  0.1774  -1.5288  -0.1319
N  -2.6118  0.8767  -0.6772
O  1.8363  0.2361  -1.4958
O  3.1358  1.6623  0.1060
O  3.3566  -0.8050  0.1454
S  2.6196  0.3331  -0.2697
H  1.8916  -2.3310  0.9485
H  -2.5768  -1.3787  -0.4755
H  -2.2018  -0.3040  0.9247
H  1.5009  0.8267  2.2094
H  -0.4675  0.0392  -1.3725
H  -0.5815  1.5794  0.5536
H  -2.1232  1.0899  -1.5399
H  -3.6213  0.9171  -0.9047

Atoms 1-3, force components in eV/Å:
C 0.4 1.4 0.8
C -1.1 -2.9 -2.0
C -1.7 -1.2 0.7

=====

No. 4
Formula: C5H6O2
Source: the Open Molecules 2025 dataset
Level of theory: ωB97M-V/def2-TZVPD

E_tot = -9375.12489 eV
HOMO-LUMO gap = 11.11 eV
2S+1 = 1

Element x y z (Å)
C  -0.3556  1.0007  -1.3709
C  -0.0118  0.2544  -0.1368
C  1.2321  0.0142  0.6144
C  0.1582  -1.1589  0.2659
C  -0.9317  -0.9322  1.2397
O  -1.5721  -1.5604  2.0234
O  -0.9817  0.4296  0.9678
H  -0.2073  2.0673  -1.1776
H  -1.4061  0.8244  -1.6103
H  0.2680  0.7043  -2.2168
H  1.2678  0.6969  1.4788
H  2.2131  -0.3043  0.2944
H  0.3272  -2.0361  -0.3719

Atoms 1-3, force components in eV/Å:
C 0.0 0.0 -0.1
C 0.0 0.3 -0.1
C 0.0 -0.5 0.0

=====

No. 5
Formula: C25H17N8O7W
Source: the Open Molecules 2025 dataset
Level of theory: ωB97M-V/def2-TZVPD

E_tot = -54273.94055 eV
HOMO-LUMO gap (spin up / spin down) = 6.62 / 5.99 eV
total charge = +1
2S+1 = 3

Element x y z (Å)
W  2.0571  -1.2842  -1.6873
O  5.4536  0.9123  2.6671
C  4.6834  -0.0529  3.1443
O  4.6934  -0.3956  4.2925
C  3.7385  -0.7127  2.1877
C  2.8852  -1.7451  2.5353
N  2.1819  -2.0810  1.4449
N  2.5273  -1.3168  0.4062
C  3.4682  -0.4866  0.8365
C  3.9886  0.4136  -0.2280
O  4.8591  1.2245  -0.0472
O  3.3556  0.2036  -1.3687
H  5.3304  1.0891  1.7107
H  2.7529  -2.2387  3.4840
H  1.4608  -2.7777  1.3268
C  -1.3994  2.3896  4.9439
O  -1.9341  3.2453  3.9460
C  -2.5817  2.6867  2.9058
C  -3.1582  3.5794  1.9965
C  -3.8631  3.1019  0.9165
C  -3.9476  1.7280  0.6767
C  -3.3994  0.8404  1.5917
C  -2.7273  1.3159  2.7113
N  -4.7128  1.3496  -0.4630
N  -4.3688  0.4514  -1.2407
C  -3.1145  -0.2333  -1.1215
C  -3.1091  -1.5945  -0.9697
C  -1.9111  -2.3368  -0.9185
C  -0.7209  -1.6858  -1.0686
O  0.5052  -2.2759  -1.0290
C  -0.7163  -0.3046  -1.3283
N  0.5187  0.2372  -1.5627
C  0.6248  1.5320  -1.8080
C  -0.5020  2.3608  -1.8448
C  -1.7501  1.8332  -1.6308
C  -1.8932  0.4575  -1.3510
H  -0.9450  3.0400  5.6842
H  -0.6362  1.7267  4.5286
H  -2.1855  1.7961  5.4153
H  -3.0689  4.6406  2.1852
H  -4.3634  3.7807  0.2369
H  -3.5229  -0.2254  1.4701
H  -2.3423  0.6091  3.4317
H  -4.0538  -2.1117  -0.8629
H  -1.9353  -3.4069  -0.7608
H  1.6213  1.9109  -1.9949
H  -0.3698  3.4118  -2.0560
H  -2.6261  2.4651  -1.6830
N  0.6941  -1.8634  -5.1414
C  1.6076  -1.9587  -4.1955
O  2.1978  -0.9037  -3.7377
C  1.8755  -3.2022  -3.5308
C  0.9760  -4.2983  -3.6117
N  0.1842  -5.1281  -3.6945
C  2.9952  -3.1930  -2.6919
N  3.8533  -2.8691  -1.9615
H  0.4989  -0.9617  -5.5475
H  0.2702  -2.6884  -5.5385

Atoms 1-3, force components in eV/Å:
W -0.2 0.5 0.1
O 0.1 0.0 0.0
C -0.2 0.0 0.0

=====

No. 6
Formula: C16H20N2O3STi
Source: the Open Molecules 2025 dataset
Level of theory: ωB97M-V/def2-TZVPD

E_tot = -59985.93879 eV
HOMO-LUMO gap (spin up / spin down) = 8.14 / 7.83 eV
total charge = +1
2S+1 = 2

Element x y z (Å)
Ti  -0.1720  -0.6763  0.6724
C  0.6404  -3.0690  4.0389
C  0.9887  -2.1291  2.9299
O  -0.0470  -1.5589  2.3370
C  2.2849  -1.8661  2.5896
C  2.6867  -0.9339  1.5931
C  4.1168  -0.5297  1.4475
N  1.7806  -0.3917  0.8184
N  2.1615  0.5802  -0.0901
C  1.1539  1.3445  -0.3863
O  -0.0461  1.1844  0.1761
C  1.3248  2.4423  -1.3524
C  2.5061  2.5501  -2.0876
C  2.6656  3.5865  -2.9888
C  1.6514  4.5214  -3.1603
C  0.4764  4.4158  -2.4311
C  0.3095  3.3770  -1.5293
H  -0.0211  -3.8524  3.6664
H  0.1035  -2.5246  4.8175
H  1.5297  -3.5214  4.4676
H  3.0615  -2.3505  3.1612
H  4.7565  -1.1438  2.0746
H  4.2313  0.5174  1.7313
H  4.4187  -0.6036  0.4036
H  3.2839  1.8144  -1.9394
H  3.5815  3.6668  -3.5584
H  1.7784  5.3337  -3.8633
H  -0.3092  5.1476  -2.5634
H  -0.5994  3.2899  -0.9497
O  -0.9713  -1.7594  -0.8371
S  -2.3468  -2.4431  -0.9571
C  -3.3106  -1.9353  0.5021
C  -4.1748  -0.7429  0.1040
C  -4.5859  -1.0073  -1.3429
C  -3.2983  -1.3673  -2.0772
H  -2.6164  -1.7498  1.3282
H  -3.9095  -2.8080  0.7667
H  -3.6053  0.1882  0.1649
H  -5.0301  -0.6481  0.7707
H  -5.0527  -0.1375  -1.8028
H  -5.3020  -1.8295  -1.3934
H  -2.6557  -0.4974  -2.2274
H  -3.4383  -1.8836  -3.0238

Atoms 1-3, force components in eV/Å:
Ti -0.1 0.1 0.2
C 0.0 0.1 -0.1
C 0.2 -0.1 0.2

=====

No. 7
Formula: C11H25BiN5O7
Source: the Open Molecules 2025 dataset
Level of theory: ωB97M-V/def2-TZVPD

E_tot = -39420.30796 eV
HOMO-LUMO gap (spin up / spin down) = 6.28 / 6.56 eV
total charge = +1
2S+1 = 1

Element x y z (Å)
O  -1.0546  -1.0667  -3.6987
H  -1.4462  -1.0592  -4.6233
Bi  -0.7893  -0.3398  0.1801
N  -1.5306  1.4478  -1.6281
N  0.7440  1.7592  -0.6059
N  -0.5751  -2.6900  0.7217
N  1.3426  -1.1549  0.8356
O  -2.1019  1.0428  -2.8118
O  -1.4579  -3.5164  0.1773
O  2.4324  -0.3006  0.7979
O  2.0315  1.6083  -0.7909
C  0.2401  2.8878  -1.1879
C  -1.1279  2.7493  -1.5710
C  0.4140  -3.1826  1.4900
C  1.4979  -2.2751  1.5711
C  -1.9419  3.8675  -2.1314
H  -2.2193  3.6360  -3.1605
H  -1.4017  4.8094  -2.1165
H  -2.8621  4.0139  -1.5592
C  1.1316  3.9931  -1.6281
H  1.8000  3.6629  -2.4427
H  1.7570  4.3564  -0.7992
H  0.5562  4.8499  -2.0105
C  0.3614  -4.5173  2.1464
C  2.7226  -2.5152  2.3698
H  -0.4957  -5.1040  1.7999
H  0.2809  -4.4285  3.2454
H  1.2762  -5.0969  1.9533
H  3.5197  -1.8128  2.1092
H  3.0905  -3.5387  2.2106
H  2.5210  -2.4171  3.4518
H  -2.0977  -2.4476  -0.5673
H  2.2270  0.4364  0.0677
C  0.3548  -1.2667  -3.7118
H  0.4973  -2.2976  -4.1096
H  0.5935  -1.1419  -2.6120
H  0.8745  -0.4913  -4.3272
O  -2.3571  -1.4154  -0.9207
H  -1.6066  0.1624  -3.1774
H  -1.9991  -1.2925  -1.8205
C  0.4335  1.4061  2.7780
C  -0.9077  0.8379  2.9365
N  -1.6657  0.9819  4.0322
O  -1.5790  0.1043  2.0661
H  0.5178  2.2706  3.4581
H  0.6737  1.7716  1.7624
H  1.2230  0.6921  3.0747
H  -2.5621  0.5217  3.9507
H  -1.3351  1.4994  4.8258

Atoms 1-3, force components in eV/Å:
O -1.6 0.0 -1.9
H 0.8 -0.2 1.5
Bi 1.6 0.9 -2.1

=====

No. 8
Formula: C21H21ClFeN
Source: the Open Molecules 2025 dataset
Level of theory: ωB97M-V/def2-TZVPD

E_tot = -70511.67017 eV
HOMO-LUMO gap (spin up / spin down) = 2.40 / 5.67 eV
total charge = -1
2S+1 = 5

Element x y z (Å)
C  3.0650  0.5918  0.7030
C  2.4248  1.2902  -0.4291
C  1.0755  1.6549  -0.5501
C  0.9514  2.4374  -1.7548
C  2.2278  2.3988  -2.4000
N  3.0935  1.7144  -1.5259
C  2.5060  3.1697  -3.5201
C  1.4658  3.9566  -4.0661
C  0.2034  3.9884  -3.4295
Cl  -1.0053  5.0468  -4.0514
C  -0.0736  3.2256  -2.2836
H  2.3109  0.4261  1.4792
H  3.4511  -0.3969  0.4151
H  3.8971  1.1871  1.1097
H  0.3633  1.6881  0.2696
H  4.0905  1.6148  -1.6591
H  3.5140  3.2228  -3.9163
H  1.6363  4.5950  -4.9301
H  -1.0504  3.2290  -1.8064
C  -0.1634  -0.9066  -1.7826
C  -0.3375  -0.3148  -0.4256
C  -0.1827  -1.1168  0.7511
C  -0.1482  -0.6509  2.1581
C  0.1085  -1.7919  3.0062
C  0.1683  -2.9883  2.1690
C  -0.0696  -2.5972  0.8009
Fe  -1.5341  -2.0225  1.9460
C  -2.9786  -3.3671  1.9625
C  -3.2103  -2.3507  0.9500
C  -3.2394  -1.0540  1.6085
C  -3.0180  -1.2667  3.0363
C  -2.8575  -2.7031  3.2550
H  -1.0791  -0.7264  -2.3766
H  0.6483  -0.4206  -2.3471
H  0.0657  -1.9873  -1.7801
H  -1.0263  0.5472  -0.3607
H  -0.2193  0.3957  2.4301
H  0.2579  -1.7589  4.0810
H  0.3887  -3.9975  2.5118
H  -0.0581  -3.1963  -0.1097
H  -2.9855  -4.4323  1.7977
H  -3.4150  -2.5319  -0.0945
H  -3.4687  -0.1079  1.1335
H  -3.0457  -0.5009  3.8089
H  -2.7473  -3.1931  4.2166

Atoms 1-3, force components in eV/Å:
C 0.1 -0.2 0.0
C -1.3 -0.4 1.3
C 0.7 1.5 -0.2

=====

No. 9
Formula: C2H2Cl2S
Source: the Open Molecules 2025 dataset
Level of theory: ωB97M-V/def2-TZVPD

E_tot = -37983.08721 eV
HOMO-LUMO gap (spin up / spin down) = 7.84 / 7.50 eV
2S+1 = 1

Element x y z (Å)
C  -1.4535  -0.1063  0.3390
C  1.4280  -0.0822  -0.0422
S  0.0468  0.8467  0.0155
Cl  -2.9193  0.7568  0.0152
Cl  2.9635  0.7892  0.1386
H  -1.6309  -1.2204  0.0409
H  1.5655  -0.9838  -0.5071

Atoms 1-3, force components in eV/Å:
C 0.9 -1.3 -1.2
C 0.5 2.4 0.7
S -1.7 -0.8 0.5